No. 1
Computed, not measured: a cluster of 2 separate species, C6H5BrN2O in total, with ωB97M-V/def2-TZVPD.

## Properties
HOMO energy (alpha / beta) = -5.8497 / -10.1518 eV
Molecular weight = 201.0 g mol⁻¹
2S+1 = 3
HOMO-LUMO gap (alpha / beta) = 0.23486 / 0.27792 hartree
⟨S²⟩ = 2.015

Last column: Mulliken charge in e.
Cartesian coordinates (Å):
C1 0.1501 1.9561 0.9761  -0.38
C2 0.1737 0.7247 1.5468  -0.16
C3 -1.6142 1.7127 -0.6220  0.60
C4 1.2494 -1.8524 -2.0625  -0.40
C5 1.8547 -0.8867 -1.6650  -0.44
C6 -0.6459 -1.3141 0.8705  -0.07
N1 -0.6639 2.2173 -0.0928  -0.34
N2 -0.8185 -0.1808 1.4182  -0.44
O1 -2.4349 1.4737 -1.4069  -0.38
Br1 -2.1894 -2.5354 0.7128  -0.20
H1 0.7212 2.8069 1.2890  0.48
H2 1.0451 0.5391 2.1319  0.45
H3 0.7981 -2.8000 -2.1025  0.39
H4 2.2255 -0.0062 -1.3564  0.49
H5 0.1489 -1.8550 0.3627  0.39



No. 2
Computed, not measured: a structure of composition C6H11BrN, with ωB97M-V/def2-TZVPD.

## Properties
Total charge = +1
HOMO energy = -13.3534 eV
Molecular weight = 177.1 g mol⁻¹
HOMO-LUMO gap = 0.37195 hartree
Relative energy (zero: lowest compared OMol25 entry of this formula, charge and spin) = 68.5 kcal/mol

Last column: Mulliken charge in e.
Cartesian coordinates (Å):
C1 -0.6005 -1.3167 -1.8219  -0.06
C2 0.1353 -1.3428 -0.5235  -0.72
C3 -1.3472 -0.1216 -1.2605  -0.69
C4 -0.3391 -0.1767 -0.1733  0.13
C5 0.6303 -0.2771 1.9177  -0.76
C6 0.8603 1.9579 0.5829  -0.94
N1 0.0438 0.6360 0.8784  0.18
Br1 -1.2400 -2.8970 -2.5093  -0.05
H1 0.0799 -1.0251 -2.6059  0.28
H2 0.8370 -2.0662 -0.2003  0.45
H3 -1.2528 0.6045 -2.0728  0.23
H4 -2.3982 -0.2515 -1.0496  0.32
H5 1.7276 -0.0923 1.9058  0.37
H6 0.1106 -0.1194 2.8905  0.33
H7 0.5864 -1.3296 1.5334  0.27
H8 1.7529 1.7312 -0.0125  0.38
H9 0.2618 2.5661 -0.0566  0.39
H10 0.9906 2.4753 1.4622  0.43
H11 -0.8386 1.0450 1.1154  0.45



No. 3
Computed, not measured: a structure of composition C12H21Cl2LaO3PV, with ωB97M-V/def2-TZVPD.

## Properties
Total charge = +4
HOMO energy (alpha / beta) = -20.7174 / -20.8907 eV
Molecular weight = 505.0 g mol⁻¹
2S+1 = 3
HOMO-LUMO gap (alpha / beta) = 0.08867 / 0.12119 hartree
⟨S²⟩ = 2.083

Last column: Mulliken charge in e.
Cartesian coordinates (Å):
V1 -0.1508 -0.3240 -6.2769  0.54
La1 -0.2471 0.2590 -1.8665  1.80
Cl1 -1.8634 0.1924 -4.8540  -0.18
Cl2 1.1110 -0.7142 -3.7681  -0.35
C1 -0.8056 -2.0411 -0.8497  0.18
C2 -0.4347 0.4615 -8.0050  0.66
C3 0.0997 -1.6903 -7.6614  0.59
O1 -1.0513 -2.9995 -0.2183  -0.12
O2 -0.3785 0.7789 -9.1791  0.01
O3 0.2901 -2.4310 -8.6320  0.00
C4 1.2895 -2.1857 2.1802  -1.28
C5 0.1740 -1.1617 2.5168  0.62
C6 0.5657 -0.4186 3.7843  -1.49
P1 -0.0896 -0.2837 0.9700  -0.61
C7 -1.8876 0.2944 1.1718  0.51
C8 -2.1538 1.0209 2.4748  -1.44
C9 -2.2167 1.1808 0.0047  -1.04
C10 1.0715 1.0574 0.5818  0.25
C11 1.3476 2.0125 1.8176  -1.39
C12 2.3908 0.4404 0.1224  -1.24
H1 2.2463 -1.6706 2.0003  0.30
H2 1.0643 -2.8293 1.3230  0.35
H3 1.4349 -2.7711 3.0923  0.43
H4 -0.8078 -1.6483 2.7123  0.50
H5 1.5954 0.0281 3.7803  0.37
H6 -0.1573 0.3790 4.0476  0.42
H7 0.5491 -1.2982 4.4747  0.48
H8 -2.4557 -0.6191 1.1137  0.57
H9 -1.5422 1.9246 2.5798  0.32
H10 -3.2279 1.3089 2.5165  0.48
H11 -1.8301 0.3813 3.3172  0.34
H12 -2.2107 0.5213 -0.9485  0.17
H13 -3.2067 1.6699 -0.0041  0.50
H14 -1.4812 1.9858 -0.3129  0.24
H15 0.6645 1.7297 -0.1946  0.46
H16 1.8384 1.4540 2.6285  0.24
H17 1.9270 2.8695 1.4370  0.47
H18 0.3836 2.3956 2.1512  0.31
H19 2.2435 -0.2499 -0.7031  0.45
H20 3.0952 1.1800 -0.2769  0.39
H21 2.8168 -0.1899 0.9519  0.22



no.,strongest force on any atom (eV/A)
1,5.4
2,3.4
3,14.5